Entry 1:
C4H12O4 | ωB97M-V with the def2-TZVPD basis set

Last column: natural (NBO) charge in e.
Positions of all 20 atoms, in Å:
1 C 0.7918 -3.3134 -0.2157  0.028
2 O 0.6053 -4.4664 0.4181  -0.968
3 C 0.3474 -1.9942 0.5751  -0.451
4 C 0.0975 -0.8168 -0.3407  -0.425
5 C 0.0564 0.5298 0.4095  -0.010
6 O -0.1417 1.6534 -0.3738  -0.930
7 H 1.8874 -3.0390 -0.3932  0.028
8 H 0.3451 -3.2128 -1.2431  0.049
9 H 1.1272 -1.9201 1.3306  0.174
10 H -0.5802 -2.2603 1.0784  0.172
11 H 0.8936 -0.7203 -1.0814  0.175
12 H -0.8439 -0.9083 -0.8729  0.179
13 H 1.0108 0.6410 0.9725  0.097
14 H -0.7163 0.3943 1.2048  0.096
15 H -1.7179 2.4563 -1.4433  0.516
16 H -2.1892 3.6967 -0.7172  0.473
17 O -2.3766 3.1697 -1.5065  -1.006
18 H 0.9706 3.4879 1.3281  0.424
19 H 0.1119 2.8011 0.1952  0.494
20 O 0.3207 3.8213 0.6756  -1.113

- Highest occupied orbital energy: 0.245 eV
- LUMO energy: 6.382 eV
- HOMO-LUMO gap: 6.14 eV
- Charge: -2

---

Entry 2:
C4H12O4 | ωB97M-V with the def2-TZVPD basis set

Last column: natural (NBO) charge in e.
Positions of all 20 atoms, in Å:
1 O -3.2934 0.0633 -3.7681  -0.516
2 C -2.1709 0.2783 -3.3796  0.447
3 C -1.6644 0.5368 -2.0132  -0.532
4 C -0.5110 -0.4564 -1.7335  -0.422
5 C 0.5544 0.1422 -0.8601  -0.059
6 O 1.7382 -0.6350 -0.9611  -0.730
7 H -1.3954 0.3264 -4.1668  0.093
8 H -2.5274 0.6562 -1.3206  0.231
9 H -1.1812 1.5224 -1.8476  0.231
10 H -0.9651 -1.3871 -1.4269  0.211
11 H 0.0147 -0.7037 -2.6599  0.219
12 H 0.7991 1.1338 -1.3136  0.171
13 H 0.3347 0.1742 0.2234  0.180
14 H 1.7960 -1.2695 -0.2204  0.476
15 O 1.3297 -2.3386 3.0685  -0.936
16 H 0.5952 -2.8925 2.7708  0.465
17 H 1.1210 -2.1887 3.9939  0.471
18 O 1.8063 2.0742 4.8680  -0.924
19 H 2.5342 2.4952 5.3542  0.463
20 H 1.0855 2.4683 5.3928  0.461

- Highest occupied orbital energy: -9.748 eV
- LUMO energy: 0.522 eV
- SMILES string: O=CCCCO.O.O
- HOMO-LUMO gap: 10.27 eV

---

Entry 3:
C4H12O4 | ωB97M-V with the def2-TZVPD basis set

Last column: natural (NBO) charge in e.
Positions of all 20 atoms, in Å:
1 C 0.0706 -1.9602 0.1411  -0.613
2 C 0.9068 -0.6781 -0.2396  -0.426
3 C 0.2392 0.2854 -1.1885  -0.497
4 C 1.0475 1.6160 -1.5009  0.777
5 O 1.4724 1.8360 -2.6076  -0.573
6 O 1.0435 2.6771 -0.6517  -0.671
7 H -1.0006 -1.9453 0.0385  0.215
8 H 0.3477 -2.0362 1.2124  0.195
9 H 0.4221 -2.8243 -0.4348  0.214
10 H 1.6779 -1.1363 -0.9142  0.214
11 H 1.4041 -0.3474 0.6766  0.221
12 H -0.2057 -0.1002 -2.0842  0.248
13 H -0.6565 0.8184 -0.7306  0.210
14 H 0.7693 2.3681 0.2304  0.477
15 O -2.8386 0.0760 -0.6831  -0.927
16 H -3.1057 0.0900 0.2422  0.465
17 H -3.0920 0.9680 -0.9255  0.469
18 O 0.7175 0.4380 3.2568  -0.936
19 H -0.0930 0.3440 2.6253  0.466
20 H 0.8734 -0.4892 3.5371  0.473

- Highest occupied orbital energy: -9.793 eV
- LUMO energy: -0.006 eV
- SMILES string: CCCC(=O)O.O.O
- HOMO-LUMO gap: 9.79 eV

---

Entry 4:
C4H12O7Zn2 | ωB97M-V with the def2-TZVPD basis set

Last column: natural (NBO) charge in e.
Positions of all 25 atoms, in Å:
1 Zn 8.0311 -5.3591 20.6366  1.641
2 Zn 11.2606 -2.3023 18.7138  0.755
3 C 6.5716 1.1295 19.1567  -0.754
4 C 6.0119 2.4226 19.6430  0.751
5 O 6.6951 3.2883 20.2328  -0.208
6 O 4.9128 2.9118 19.3105  -0.212
7 H 7.0037 0.5828 20.0015  0.251
8 H 7.3570 1.2450 18.4150  0.276
9 H 5.7371 0.4798 18.8824  0.264
10 C 7.0600 -2.3891 17.8185  -0.719
11 C 8.3631 -2.9516 18.4091  0.859
12 O 8.2618 -3.7792 19.3602  -0.950
13 O 9.4236 -2.7745 17.7411  -0.773
14 H 6.3712 -2.2871 18.6568  0.235
15 H 6.7017 -3.1509 17.1284  0.272
16 H 7.1875 -1.4130 17.3606  0.256
17 O 4.3499 -4.3132 17.7108  -0.918
18 H 3.9153 -5.1352 17.9657  0.482
19 H 5.2843 -4.4745 17.8593  0.439
20 O 9.9028 -5.4766 21.1710  -1.053
21 H 10.6015 -5.4535 20.4982  0.550
22 H 10.3238 -5.8450 21.9671  0.560
23 O 9.4716 -5.4086 16.6284  -0.912
24 H 9.7187 -4.5624 17.0316  0.466
25 H 9.2768 -5.9988 17.3612  0.442

- Highest occupied orbital energy: -13.590 eV
- LUMO energy: -11.760 eV
- HOMO-LUMO gap: 1.83 eV
- Charge: +2

---

Entry 5:
C4H12OP2 | ωB97M-V with the def2-TZVPD basis set

Last column: natural (NBO) charge in e.
Positions of all 19 atoms, in Å:
1 C 0.5938 1.1118 -1.2135  -0.917
2 P 0.8492 -0.4442 -0.1265  0.736
3 C -0.5168 -1.4469 -1.2074  -0.866
4 C 2.3460 -1.2536 -0.8779  -0.905
5 H 0.8519 2.1328 -0.7746  0.224
6 H 0.9489 0.9253 -2.2193  0.215
7 H -0.4505 0.9632 -1.2944  0.222
8 H 0.0073 -1.9116 -2.1022  0.207
9 H -0.7789 -2.1965 -0.4508  0.226
10 H -1.2206 -0.6941 -1.5135  0.216
11 H 2.4488 -2.0035 -0.2657  0.208
12 H 2.2337 -1.5495 -1.9351  0.210
13 H 3.1053 -0.5242 -0.8363  0.221
14 C -1.7909 2.9060 2.1511  -1.062
15 P -1.8746 1.0346 2.4577  1.331
16 O -1.7170 0.4485 1.1370  -0.992
17 H -0.9162 3.4697 2.5778  0.248
18 H -2.5900 3.4873 2.5331  0.240
19 H -1.7021 3.0189 1.1276  0.238

- Highest occupied orbital energy: -8.405 eV
- LUMO energy: -0.565 eV
- SMILES string: CP(C)C.CP=O
- HOMO-LUMO gap: 7.84 eV

---

Entry 6:
C4H12OS | ωB97M-V with the def2-TZVPD basis set

Last column: natural (NBO) charge in e.
Positions of all 18 atoms, in Å:
1 C -1.0884 -0.5642 1.0974  -0.594
2 C 0.1990 -0.9508 0.4405  -0.418
3 C 1.0181 0.1945 -0.1424  -0.514
4 S 2.6679 -0.3658 -0.6925  0.163
5 C 3.3556 1.1427 -1.4832  -0.742
6 H -1.6400 0.0364 0.3548  0.191
7 H -0.8525 0.0770 1.9633  0.205
8 H -1.7385 -1.3881 1.4366  0.215
9 H 0.6879 -1.5794 1.2095  0.211
10 H -0.0323 -1.5989 -0.4267  0.203
11 H 0.5677 0.6173 -1.0610  0.208
12 H 1.1752 1.0275 0.5695  0.206
13 H 2.9381 1.2227 -2.5010  0.212
14 H 4.4564 1.1483 -1.5531  0.237
15 H 3.0355 2.0234 -0.9014  0.215
16 O -5.2224 -0.2250 0.7922  -0.939
17 H -4.6990 0.3078 0.1515  0.470
18 H -4.8283 -1.1255 0.7462  0.470

- Highest occupied orbital energy: -8.496 eV
- LUMO energy: 0.718 eV
- SMILES string: CCCSC.O
- HOMO-LUMO gap: 9.21 eV

---

Entry 7:
C4H12OS | ωB97M-V with the def2-TZVPD basis set

Last column: natural (NBO) charge in e.
Positions of all 18 atoms, in Å:
1 C -3.4641 -0.0192 -0.7132  -0.659
2 C -2.4462 -0.9530 -1.5917  -0.063
3 O -1.9725 -0.1805 -2.7200  -0.749
4 H -4.6390 -0.2500 -0.7468  0.220
5 H -3.1475 -0.0604 0.3468  0.215
6 H -3.2633 1.0736 -0.9797  0.199
7 H -3.1527 -1.9227 -1.8190  0.180
8 H -1.4449 -1.2341 -0.9301  0.177
9 H -2.3504 0.7309 -2.8234  0.480
10 C 0.9008 -0.3276 1.8834  -0.759
11 S 2.2759 0.7995 1.6221  0.174
12 C 2.8042 0.0284 0.0384  -0.743
13 H 1.1471 -1.3548 1.4108  0.215
14 H -0.0194 0.0669 1.4557  0.208
15 H 0.5709 -0.4517 2.9279  0.230
16 H 2.0960 -0.8029 -0.2449  0.227
17 H 2.9809 0.8505 -0.7334  0.229
18 H 3.8192 -0.3656 0.2413  0.219

- Highest occupied orbital energy: -8.426 eV
- LUMO energy: 0.804 eV
- SMILES string: CCO.CSC
- HOMO-LUMO gap: 9.23 eV

---

Entry 8:
C4H12OS2 | ωB97M-V with the def2-TZVPD basis set

Last column: natural (NBO) charge in e.
Positions of all 19 atoms, in Å:
1 C -2.6321 -0.1186 -0.5713  -0.406
2 C -2.3547 -1.0405 0.6162  -0.626
3 C -1.6296 0.9952 -0.8151  -0.548
4 S 0.0277 0.3454 -1.2105  -0.109
5 S 1.3054 0.9597 0.2874  -0.368
6 C 1.7616 0.5953 2.1648  -0.836
7 H -2.7323 -0.6521 -1.5198  0.192
8 H -3.6209 0.3470 -0.4440  0.173
9 H -1.8696 -1.9784 0.3923  0.214
10 H -1.6122 -0.5498 1.1943  0.221
11 H -3.2311 -1.1883 1.2446  0.185
12 H -1.9630 1.6920 -1.5707  0.193
13 H -1.4820 1.5917 0.0916  0.197
14 H 0.8749 0.4809 2.7713  0.178
15 H 2.4786 -0.2244 2.3902  0.159
16 H 2.2550 1.5263 2.5264  0.182
17 H 2.4912 -2.1773 -0.3866  0.462
18 H 1.5864 -2.3980 0.7665  0.461
19 O 1.5611 -2.3890 -0.1988  -0.924

- Highest occupied orbital energy (alpha / beta): -0.482 / -2.896 eV
- LUMO energy (alpha / beta): 3.754 / 3.664 eV
- 2S+1: 2
- HOMO-LUMO gap (alpha / beta): 4.24 / 6.56 eV
- Charge: -1

---

Entry 9:
C4H12OS2 | ωB97M-V with the def2-TZVPD basis set

Last column: natural (NBO) charge in e.
Positions of all 19 atoms, in Å:
1 C -1.0457 0.1016 2.2473  -0.626
2 C -1.9148 -0.3414 1.0580  -0.640
3 S -1.4146 -1.9269 0.3948  0.498
4 S 0.1258 1.9921 0.0001  0.413
5 C 1.2960 1.2004 -1.0504  -0.621
6 C 1.6893 -0.1195 -0.4242  -0.602
7 H -1.2995 1.1142 2.5097  0.240
8 H 0.0270 0.0276 2.0539  0.231
9 H -1.2626 -0.4968 3.1395  0.248
10 H -1.7506 0.4056 0.2402  0.321
11 H -2.9731 -0.3289 1.2257  0.291
12 H 0.7919 1.1104 -2.0102  0.292
13 H 2.1206 1.8977 -1.2125  0.257
14 H 2.1755 -0.0179 0.5291  0.221
15 H 2.4089 -0.5813 -1.1141  0.264
16 H 0.8838 -0.7601 -0.2676  0.188
17 H 0.0892 -1.3630 -3.1814  0.500
18 H -0.3149 -1.0347 -1.7377  0.447
19 O 0.3676 -0.8792 -2.4001  -0.920

- Highest occupied orbital energy (alpha / beta): -13.602 / -13.398 eV
- LUMO energy (alpha / beta): -9.244 / -9.010 eV
- 2S+1: 2
- HOMO-LUMO gap (alpha / beta): 4.36 / 4.39 eV
- Charge: +1

---

Entry 10:
C4H12S | ωB97M-V with the def2-TZVPD basis set

Last column: natural (NBO) charge in e.
Positions of all 17 atoms, in Å:
1 C -0.7721 2.5656 -0.7910  -0.626
2 C -0.7518 1.2559 -0.0313  -0.515
3 S -1.9359 -0.0854 -0.4120  -0.051
4 H -1.5417 3.1688 -0.3156  0.211
5 H -1.0511 2.4685 -1.8424  0.216
6 H 0.2053 3.0436 -0.8207  0.222
7 H 0.2159 0.7487 -0.0292  0.218
8 H -0.8447 1.4011 1.0480  0.207
9 H -2.9771 0.6984 -0.7143  0.116
10 C 0.9992 -1.9058 -0.2591  -0.616
11 C 1.4194 -1.8670 1.2174  -0.617
12 H 1.1400 -0.9776 -0.8109  0.200
13 H 1.4635 -2.7402 -0.7765  0.209
14 H -0.0831 -2.0553 -0.2983  0.211
15 H 1.3285 -0.9238 1.7532  0.204
16 H 2.4260 -2.2791 1.2828  0.205
17 H 0.7596 -2.5165 1.7997  0.205

- Highest occupied orbital energy: -8.979 eV
- LUMO energy: 0.935 eV
- SMILES string: CCS.CC
- HOMO-LUMO gap: 9.91 eV